[1]
ORCA calculation (ωB97M-V/def2-TZVPD) on an isolated molecule of C3H4N4O in a non-equilibrium geometry.

Geometry (Å):
1 N -1.92353 -0.92734 0.20504
2 H 2.16296 0.29797 1.01007
3 C 0.41176 -0.99240 0.00160
4 C -0.68194 1.11796 -0.20137
5 H -2.86257 0.93835 -0.21608
6 N 0.50257 0.42266 -0.04760
7 N -0.77466 -1.55844 0.21271
8 O 1.68231 0.97368 0.21744
9 C -1.87542 0.40297 -0.15103
10 N 1.46957 -1.70707 -0.32031
11 H 2.34426 -1.12340 -0.43138
12 H -0.45529 2.15507 -0.27910

Atoms 1-2, force components in eV/Å:
2.5850 0.4969 -0.7643
-2.0533 2.5769 -3.0921

Results
- ΔE to the lowest compared entry with this formula, charge and spin: 121.2 kcal/mol
- Structure (SMILES): [H]/N=c1/nnccn1O
- Orbital gap: 7.85 eV
- Total energy: -11178.7117 eV

[2]
ORCA calculation (ωB97M-V/def2-TZVPD) on C3H4N4O2 as an isolated structure in a non-equilibrium geometry.

Geometry (Å):
1 C 2.37515 -1.13026 0.78728
2 O 2.27672 -0.96952 2.11538
3 H 3.44994 -1.22923 0.82844
4 O -1.41586 0.86612 -0.02132
5 H -3.31503 1.77474 -1.24743
6 N 0.41046 -1.42637 2.29102
7 N -0.21951 -1.13187 1.41502
8 H -1.56740 0.61783 -2.25530
9 N -0.26726 0.33702 -0.67202
10 N 1.50547 -0.98492 -0.36511
11 C 0.37603 -0.44809 0.10350
12 H -1.57853 2.32251 -1.65511
13 C -2.03016 1.40203 -1.32436

Atoms 1-2, force components in eV/Å:
0.3155 1.2844 1.0539
-2.7385 -0.1135 -3.7777

Results
- ΔE to the lowest compared entry with this formula, charge and spin: 192.0 kcal/mol
- Orbital gap: 8.14 eV
- Total energy: -13222.5913 eV

[3]
ORCA calculation (ωB97M-V/def2-TZVPD) on an isolated molecule of C3H4N4O2 in a non-equilibrium geometry.

Geometry (Å):
1 C -0.20002 1.79027 -0.29245
2 N 0.23403 0.46135 -0.02116
3 H -2.45388 -1.07554 0.42405
4 O -0.20936 -1.73484 0.18627
5 O 1.71349 -2.71415 0.97891
6 H -1.29395 1.73379 -0.53288
7 H 0.27674 2.29087 -1.19203
8 N 1.93879 -0.88348 -0.44858
9 C -0.73102 -0.46541 0.12733
10 C 1.19761 -1.84897 0.35357
11 H 0.04652 2.44541 0.59613
12 N 1.43319 0.19537 -0.57541
13 N -1.95214 -0.19467 0.39625

Atoms 1-2, force components in eV/Å:
-0.8270 2.8617 -0.3286
0.5143 1.4037 -0.9272

Results
- ΔE to the lowest compared entry with this formula, charge and spin: 48.5 kcal/mol
- Structure (SMILES): [H]/N=c1\oc(=O)nnn1C
- Orbital gap: 9.71 eV
- Total energy: -13228.8133 eV

[4]
ORCA calculation (ωB97M-V/def2-TZVPD) on a 2-piece molecular cluster, C3H4N4O2 overall in a non-equilibrium geometry.

Geometry (Å):
1 O 2.94718 0.60691 -1.17359
2 H -1.52045 -1.84607 -1.53713
3 H -1.85729 1.24370 -0.55025
4 C -1.15140 0.67319 0.16320
5 N -1.06481 -0.55555 -0.20129
6 H -2.60910 -0.57875 -1.52728
7 H -0.64923 1.94253 1.75745
8 O 3.72311 -0.77249 0.41810
9 N 0.72671 -0.81204 1.32192
10 C 3.27904 -0.16178 -0.41742
11 N -1.99784 -1.22651 -0.95753
12 C -0.30882 1.18829 1.14953
13 N 0.48289 0.29857 1.55429

Atoms 1-2, force components in eV/Å:
-1.7127 2.1377 -3.1195
0.7812 -1.2482 -1.1432

Results
- ΔE to the lowest compared entry with this formula, charge and spin: 74.5 kcal/mol
- Orbital gap: 8.29 eV
- Total energy: -13227.6836 eV

[5]
ORCA calculation (ωB97M-V/def2-TZVPD) on an isolated molecule of C3H4N4S in a non-equilibrium geometry.

Geometry (Å):
1 N -2.39769 -1.30385 0.43376
2 H 0.15224 -1.43171 -1.55390
3 N 1.43256 0.77783 -0.54659
4 H 0.50252 1.16627 1.31900
5 H -1.93439 0.22625 1.74534
6 S 2.73715 1.87838 -0.12145
7 N -0.54299 -0.22118 0.14853
8 C -1.65720 -0.35367 0.89027
9 H 3.56299 1.68772 -1.17720
10 N -1.73440 -1.87123 -0.63381
11 C -0.63774 -1.22378 -0.84833
12 C 0.51694 0.66897 0.34438

Atoms 1-2, force components in eV/Å:
-0.2402 -0.6219 -0.1237
-0.1992 0.1205 0.0229

Results
- ΔE to the lowest compared entry with this formula, charge and spin: 19.4 kcal/mol
- Structure (SMILES): S/N=C/n1cnnc1
- Orbital gap: 9.65 eV
- Total energy: -19969.7921 eV

[6]
ORCA calculation (ωB97M-V/def2-TZVPD) on an isolated molecule of C3H4N4S in a non-equilibrium geometry.

Geometry (Å):
1 N 1.24748 -0.67613 0.33933
2 H 2.82104 0.88279 0.31975
3 H -1.77487 1.87958 -0.88635
4 N -1.61137 1.20438 -0.16773
5 S -2.59018 -0.39955 -0.22177
6 C 1.79528 0.60293 0.21244
7 C -0.27390 0.85120 -0.07143
8 N -1.16575 -1.42062 0.25846
9 H 1.63607 -1.61696 0.35898
10 N 0.85577 1.51912 -0.09058
11 C -0.08195 -0.57286 0.24815
12 H -0.85763 -2.25389 -0.29926

Atoms 1-2, force components in eV/Å:
0.4556 -0.6591 0.4903
0.3498 -0.4972 -0.0203

Results
- ΔE to the lowest compared entry with this formula, charge and spin: 45.8 kcal/mol
- Structure (SMILES): c1nc2c([nH]1)NSN2
- Orbital gap: 6.90 eV
- Total energy: -19968.6470 eV

[7]
ORCA calculation (ωB97M-V/def2-TZVPD) on C3H4N4S as an isolated structure in a non-equilibrium geometry.

Geometry (Å):
1 H -0.96743 0.93944 -1.00498
2 C 1.54922 -0.16568 -0.03972
3 H 0.89880 -1.80490 0.75165
4 N 1.06046 1.13237 -0.08949
5 S 2.92142 -0.70653 -0.58413
6 C -2.78266 -0.32822 -0.33380
7 N 0.60217 -0.95225 0.41410
8 N -0.72881 -0.82559 0.47716
9 C -1.35353 0.11307 -0.12395
10 H 0.87609 1.56298 1.17762
11 N -3.94763 -0.56887 -0.64312
12 H 1.87189 1.60418 -0.00133

Atoms 1-2, force components in eV/Å:
-0.9740 -2.3467 3.1238
-1.8247 1.6356 -0.1280

Results
- ΔE to the lowest compared entry with this formula, charge and spin: 96.1 kcal/mol
- Orbital gap: 8.45 eV
- Total energy: -19966.4649 eV

[8]
ORCA calculation (ωB97M-V/def2-TZVPD) on an isolated ion of composition C3H4NO and charge -1 in a non-equilibrium geometry.

Geometry (Å):
1 H -1.54021 -0.80753 0.35385
2 H 0.99155 1.77151 -0.71072
3 C 0.47737 -0.37196 -0.23843
4 O 2.86329 -0.62217 0.33194
5 H -0.64467 -2.13923 -0.41456
6 C 1.04634 0.95430 -0.05771
7 N 2.10869 -0.08672 -0.57664
8 C -0.60235 -1.11907 -0.09532
9 H 1.20164 1.60632 0.89983

Atoms 1-2, force components in eV/Å:
-0.0211 0.5063 0.1228
-0.6692 0.5208 -2.0134

Results
- ΔE to the lowest compared entry with this formula, charge and spin: 53.3 kcal/mol
- Structure (SMILES): C=C1CN1[O-]
- Orbital gap: 6.46 eV
- Total energy: -6708.4773 eV
- Net charge: -1

[9]
ORCA calculation (ωB97M-V/def2-TZVPD) on C3H4NO as an isolated structure in a non-equilibrium geometry.

Geometry (Å):
1 C -0.19747 0.38972 -0.96501
2 C -0.94769 -1.80657 -0.25415
3 H 0.81344 0.69563 2.31169
4 H 0.76529 0.62036 0.03342
5 H -0.94157 1.13641 -0.72056
6 O 0.19005 -0.93874 1.16781
7 H 0.39185 0.61769 -1.89034
8 N -0.68309 -0.85924 -0.94297
9 C 0.60918 0.14474 1.26011

Atoms 1-2, force components in eV/Å:
-0.4416 0.3867 -2.9134
-0.6430 -0.9750 -0.8664

Results
- ΔE to the lowest compared entry with this formula, charge and spin: 115.0 kcal/mol
- Orbital gap: 9.20 eV
- Total energy: -6699.6824 eV
- Net charge: +1

[10]
ORCA calculation (ωB97M-V/def2-TZVPD) on an isolated ion of composition C3H4NO and charge +1 in a non-equilibrium geometry.

Geometry (Å):
1 C -0.89479 -0.00775 0.06785
2 O -1.40387 -0.88700 2.33250
3 H -1.91271 0.28287 -0.57303
4 H 2.16538 0.50955 -0.95404
5 C 0.21428 0.25474 -0.74177
6 H 1.59149 -0.60712 0.43136
7 N 1.46062 0.07750 -0.31397
8 C -1.12145 -0.47750 1.29606
9 H -0.09894 0.85472 -1.54497

Atoms 1-2, force components in eV/Å:
-3.4686 0.8045 -3.3309
0.6303 0.8656 -1.8327

Results
- ΔE to the lowest compared entry with this formula, charge and spin: 0.0 kcal/mol
- Structure (SMILES): [NH2+]=CC=C=O
- Orbital gap: 9.69 eV
- Total energy: -6704.6703 eV
- Net charge: +1

[11]
ORCA calculation (ωB97M-V/def2-TZVPD) on an isolated ion of composition C3H4NO and charge +1 in a non-equilibrium geometry.

Geometry (Å):
1 C -1.39074 -1.16039 0.28195
2 C -2.32934 -0.28250 0.01133
3 O -1.78065 0.88133 -0.21855
4 H 0.10284 1.84488 -0.32876
5 H 0.60392 -1.44134 0.31762
6 N -0.13624 -1.03657 -0.23558
7 C -0.50774 1.00778 0.14971
8 H -0.03800 -1.40762 -1.19136
9 H -0.40373 0.85240 1.18891

Atoms 1-2, force components in eV/Å:
-1.8772 0.8635 -0.0993
1.5839 -2.9597 0.7816

Results
- ΔE to the lowest compared entry with this formula, charge and spin: 147.0 kcal/mol
- Orbital gap (spin up / spin down): 8.69 / 8.01 eV
- Total energy: -6698.2936 eV
- Net charge: +1

[12]
ORCA calculation (ωB97M-V/def2-TZVPD) on an isolated ion of composition C3H4NO and charge +1 in a non-equilibrium geometry.

Geometry (Å):
1 H 1.89280 1.26411 -0.32138
2 N 0.71606 -0.24594 -0.12823
3 C -0.48282 -0.93119 0.03614
4 C -1.58427 -0.17310 0.09429
5 H 0.30392 1.60439 0.55294
6 O -2.52733 0.45979 -0.09838
7 C 0.99896 0.98904 0.03640
8 H -0.60553 -2.01548 0.37536
9 H 1.28821 -0.95161 -0.54712

Atoms 1-2, force components in eV/Å:
2.9518 1.4922 -0.9839
-3.4764 -9.8953 -0.7271

Results
- ΔE to the lowest compared entry with this formula, charge and spin: 3.1 kcal/mol
- Orbital gap (spin up / spin down): 6.26 / 10.21 eV
- Total energy: -6700.7830 eV
- 2S+1: 3
- Net charge: +1